Record 1
The following is a quantum chemistry calculation of 9 unconnected molecules or ions with the total composition C16H52BO16 in a non-equilibrium geometry, from OMol25.

The calculation puts the HOMO-LUMO gap at 9.40 eV. The total energy comes out at -1869.30065 a.u. Its largest force on an atom is 4.21 eV Å⁻¹. The HOMO energy comes out at -7.1 eV.

Geometry as ORCA input:
```
! wB97M-V def2-TZVPD RIJCOSX def2/J DEFGRID3
* xyz -1 1
B 8.9288 1.5624 13.5540
H 9.8754 1.8704 13.9702
H 8.9444 0.4957 13.3927
H 8.0761 1.8471 14.1507
H 8.8392 2.1052 12.6257
C 10.2722 -2.6050 14.8657
C 9.3410 -2.7103 16.0823
O 9.3380 -4.0880 16.4959
O 11.6352 -2.7433 15.3347
H 10.1591 -1.6580 14.3380
H 10.1452 -3.4085 14.1402
H 8.3785 -2.2441 15.8721
H 9.7681 -1.9969 16.7871
H 9.0582 -4.6908 15.8031
H 11.8188 -3.6855 15.3210
C 6.1311 3.2352 11.8383
C 4.7640 3.8492 11.3318
O 4.8751 5.1055 10.6368
O 5.9551 2.0166 12.4778
H 6.5966 4.0228 12.4309
H 6.8009 3.0271 11.0039
H 4.0104 3.9943 12.1058
H 4.1687 3.2374 10.6541
H 5.4138 4.9286 9.8621
H 6.7953 1.8885 12.9243
C 12.5441 0.5645 14.7525
C 12.7917 0.5230 13.2319
O 11.6004 0.5771 12.4665
O 12.1068 1.7984 15.2412
H 13.4916 0.3878 15.2615
H 12.0334 -0.3624 15.0136
H 13.3526 -0.3830 13.0024
H 13.3953 1.3450 12.8471
H 10.8483 0.9613 12.9230
H 11.1684 1.8512 15.0459
C 5.9019 1.4826 16.5631
C 5.3106 2.6614 15.8166
O 4.5505 3.4586 16.7230
O 6.4204 0.5963 15.6036
H 5.0770 1.0442 17.1248
H 6.5999 1.7698 17.3494
H 4.6459 2.3800 14.9998
H 6.0882 3.1909 15.2660
H 4.1100 4.1656 16.2457
H 7.2008 0.9970 15.2138
C 11.8245 3.8731 11.7347
C 12.7896 4.6835 12.6195
O 13.9516 5.0766 11.9700
O 11.1522 4.7001 10.6841
H 10.9755 3.3989 12.2271
H 12.3345 3.0305 11.2677
H 13.1575 4.0340 13.4138
H 12.2060 5.4819 13.0779
H 14.1204 5.9723 12.2712
H 11.0753 5.5584 11.1073
C 7.8840 -1.4895 11.6513
C 7.2995 -2.3725 10.5531
O 6.8844 -1.6272 9.4768
O 9.2230 -1.0146 11.4662
H 7.8968 -2.1540 12.5153
H 7.2160 -0.6561 11.8688
H 6.4886 -2.9418 11.0075
H 7.9038 -3.1361 10.0632
H 6.1106 -1.1379 9.7655
H 9.4711 -0.2287 11.9586
C 9.0953 4.8026 14.9736
C 9.3103 6.0405 15.7630
O 8.1429 6.5892 16.3578
O 8.7968 3.7221 15.8624
H 9.9624 4.6345 14.3348
H 8.2732 5.0029 14.2865
H 9.7412 6.7414 15.0480
H 9.8990 5.7960 16.6472
H 7.6495 5.9495 16.8765
H 8.7825 2.9867 15.2455
C 8.6220 1.2556 8.4344
C 9.5068 2.1976 9.2615
O 8.8229 3.3816 9.6785
O 8.2936 1.8805 7.1730
H 7.7319 1.0669 9.0346
H 9.0956 0.3083 8.1769
H 10.4106 2.4610 8.7121
H 9.9101 1.6995 10.1432
H 9.3315 3.9838 10.2266
H 7.6963 1.2308 6.7951
*
```


Record 2
The following is a quantum chemistry calculation of a molecular structure, C40H56N7OPTi, from OMol25.

As for the expectation value of S²: 2.006. The calculation puts the HOMO-LUMO gap (spin up / spin down) at 6.73 / 8.61 eV. The total energy comes out at -3206.96362 a.u. Its largest force on an atom is 0.14 eV Å⁻¹. The HOMO energy (spin up / spin down) comes out at -11.5 / -13.5 eV.

Geometry as ORCA input:
```
! wB97M-V def2-TZVPD RIJCOSX def2/J DEFGRID3
* xyz 2 3
Ti 0.3211 0.1451 -0.2423
C -2.0746 -0.0856 1.6978
N -1.8822 -0.3056 0.2499
C -2.7260 0.5937 -0.5694
C -2.0957 1.9319 -0.8415
C -2.8577 3.0802 -0.9675
C -2.2278 4.2752 -1.2799
C -0.8530 4.2789 -1.4553
C -0.1654 3.0874 -1.3153
N -0.7666 1.9287 -1.0208
C -2.1788 -1.7018 -0.1158
C -1.5395 -2.0465 -1.4347
C -2.0896 -2.9809 -2.2952
C -1.3983 -3.3232 -3.4464
C -0.1796 -2.7134 -3.7012
C 0.2933 -1.7740 -2.8043
N -0.3715 -1.4385 -1.6908
C -1.3015 1.1118 2.1840
C -1.7896 1.9784 3.1459
C -0.9904 3.0297 3.5716
C 0.2717 3.1799 3.0192
C 0.6868 2.2705 2.0644
N -0.0785 1.2547 1.6527
H -1.6779 -0.9618 2.2167
H -3.1354 0.0057 1.9519
H -3.7118 0.7193 -0.1107
H -2.8823 0.1065 -1.5351
H -3.9284 3.0394 -0.8173
H -2.8007 5.1874 -1.3800
H -0.3195 5.1888 -1.6925
H 0.9072 3.0400 -1.4528
H -3.2566 -1.8952 -0.1444
H -1.7443 -2.3478 0.6490
H -3.0417 -3.4381 -2.0602
H -1.8045 -4.0543 -4.1325
H 0.3946 -2.9541 -4.5848
H 1.2375 -1.2671 -2.9705
H -2.7818 1.8321 3.5517
H -1.3496 3.7217 4.3215
H 0.9272 3.9842 3.3220
H 1.6643 2.3551 1.6016
C 3.6679 -0.7471 4.3008
C 2.3698 -0.1466 3.7476
C 1.4425 0.2670 4.8865
C 1.7386 -1.1167 2.7728
C 0.8020 -2.0615 3.1677
C 0.3431 -3.0366 2.2852
C 0.7978 -3.0966 0.9750
C 0.4120 -4.2360 0.0719
C 1.7006 -2.1132 0.5556
C 2.1675 -1.1463 1.4408
H 4.1620 -0.0429 4.9712
H 4.3630 -1.0042 3.5003
H 3.4530 -1.6573 4.8637
H 2.6374 0.7519 3.1803
H 1.2730 -0.5585 5.5798
H 0.4708 0.6063 4.5205
H 1.8920 1.0768 5.4618
H 0.4443 -2.0737 4.1898
H -0.3513 -3.7904 2.6419
H 0.5586 -3.9885 -0.9800
H -0.6261 -4.5383 0.2201
H 1.0308 -5.1085 0.2906
H 2.1143 -2.1637 -0.4444
H 2.9397 -0.4557 1.1142
O 2.0593 0.5536 -1.2599
P 2.9693 1.0827 -2.3503
N 2.1766 2.0155 -3.4321
C 2.6632 3.3137 -3.9459
C 1.8442 3.5184 -5.2184
C 0.5317 2.7939 -4.9189
C 0.9990 1.5442 -4.1805
N 3.6008 -0.1651 -3.1982
C 4.2686 -1.2941 -2.5143
C 4.9178 -2.0706 -3.6551
C 5.2943 -0.9714 -4.6459
C 4.0918 -0.0351 -4.5938
N 4.1437 1.9623 -1.6454
C 3.9539 2.6880 -0.3737
C 5.3064 3.3612 -0.1353
C 6.2925 2.4440 -0.8571
C 5.5305 2.0890 -2.1256
H 3.7344 3.2925 -4.1461
H 2.4767 4.1098 -3.2180
H 2.3454 3.0452 -6.0649
H 1.7111 4.5721 -5.4548
H -0.0386 2.5552 -5.8143
H -0.0974 3.4029 -4.2658
H 1.2731 0.7574 -4.8917
H 0.2458 1.1418 -3.4995
H 3.5444 -1.8886 -1.9583
H 5.0214 -0.9299 -1.8067
H 4.1918 -2.7513 -4.1051
H 5.7685 -2.6595 -3.3191
H 5.4814 -1.3413 -5.6517
H 6.1938 -0.4528 -4.3072
H 3.3153 -0.3595 -5.2911
H 4.3507 0.9967 -4.8333
H 3.7124 1.9765 0.4224
H 3.1387 3.4153 -0.4386
H 5.5239 3.4821 0.9240
H 5.3169 4.3507 -0.5958
H 6.4693 1.5414 -0.2677
H 7.2511 2.9152 -1.0616
H 5.8651 1.1615 -2.5903
H 5.6215 2.8938 -2.8624
*
```